Record 1
119
Properties=species:S:1:pos:R:3:mulliken_charge:R:1 method="wB97M-V/def2-TZVPD" homo_lumo_gap_ev=6.060 lumo_ev=1.78 fmax_ev_per_a=5.4 total_charge=-1
S 8.14 -4.44 1.62 0.505
S -8.12 -5.37 -0.98 0.458
S 1.62 -4.15 -1.96 0.593
S -2.84 6.83 6.43 0.517
S -4.85 -0.74 -2.70 0.555
S -5.64 3.13 3.25 0.380
O -0.86 2.92 -2.51 -0.616
O 4.45 1.11 -3.27 -0.782
O -5.18 0.15 -1.54 -0.617
O 7.06 -3.95 0.71 -0.557
O -6.91 -4.90 -1.73 -0.541
O 1.32 -3.27 -0.79 -0.536
O -4.31 6.75 6.18 -0.586
O -1.23 -0.17 -2.61 -0.728
O 3.16 -0.73 -3.56 -0.704
O -4.73 3.39 2.10 -0.504
N 5.99 -1.69 1.91 -0.607
N -1.64 0.19 0.66 -0.842
N 1.84 3.45 -1.19 -0.345
N 1.92 2.24 -6.02 -0.828
N 1.13 -0.17 -1.88 0.484
C 2.97 0.50 -0.47 -0.777
C 7.68 -6.10 2.16 -0.986
C -3.08 2.04 -0.18 -0.691
C -4.95 1.75 4.18 -0.971
C 1.74 2.92 -3.63 -1.082
C 2.24 0.86 -1.84 0.453
C -1.62 1.39 0.08 0.355
C -4.03 -2.20 -2.03 -0.809
C 1.68 2.32 -2.13 0.962
C 3.54 -1.01 -0.40 0.290
C 9.52 -4.96 0.58 -1.038
C 4.88 -2.39 2.62 -0.669
C 3.35 0.38 -2.94 0.000
C -2.05 7.18 4.84 -0.882
C -0.28 2.16 -0.34 -0.233
C 0.09 1.97 -1.93 0.770
C 3.08 3.75 -0.89 0.577
C -2.50 8.44 7.16 -0.967
C -8.99 -3.90 -0.38 -0.924
C 2.99 -1.62 1.01 -0.236
C 2.44 -5.63 -1.31 -1.014
C 1.12 1.97 -4.76 -0.299
C 3.82 -2.91 1.51 -0.287
C -9.36 -5.83 -2.21 -0.917
C 4.28 4.10 -1.87 -1.012
C -0.21 0.40 -2.20 -0.735
C -6.38 -1.57 -3.18 -0.843
C -5.30 4.39 4.50 -0.808
C 3.43 3.83 0.69 -1.147
C 0.08 -4.97 -2.42 -1.007
H -5.86 4.16 5.41 0.415
H -5.01 0.85 3.57 0.338
H -8.37 -3.42 0.38 0.325
H 3.11 -1.69 -1.20 -0.172
H 1.54 1.63 -6.76 0.267
H 4.90 4.92 -1.35 0.425
H 3.07 -0.83 1.82 0.416
H -0.63 -0.06 0.75 0.358
H -3.07 3.18 -0.07 0.277
H -3.76 1.61 0.63 0.135
H -1.42 8.59 7.25 0.368
H -3.52 1.73 -1.18 0.093
H -0.37 -5.44 -1.55 0.317
H -0.48 3.27 -0.08 0.375
H 2.82 3.14 -3.96 0.421
H -7.06 -0.83 -3.59 0.370
H 1.11 0.86 -4.51 0.189
H 4.29 -3.52 0.68 0.000
H 1.89 -1.90 0.79 -0.065
H -0.52 3.83 -2.33 0.529
H -5.52 1.61 5.10 0.395
H -5.63 5.36 4.11 0.348
H 4.99 3.20 -1.97 0.192
H 3.97 4.54 -2.87 0.262
H 4.68 -1.06 -0.40 0.295
H -4.24 4.43 4.72 0.097
H 0.07 2.38 -4.99 0.385
H 9.95 -4.08 0.11 0.338
H 4.30 3.16 0.97 0.216
H -0.98 7.36 5.00 0.359
H -3.90 1.95 4.42 0.285
H 2.47 3.62 1.28 0.222
H -3.06 -1.90 -1.63 0.139
H 8.50 -6.54 2.73 0.387
H 5.21 -3.26 3.27 0.169
H 0.90 -0.58 -0.94 0.066
H 6.10 -2.12 0.98 0.268
H 3.08 -3.59 2.06 0.336
H 2.37 0.70 0.48 0.188
H 2.90 1.99 -5.81 0.301
H 0.29 -5.71 -3.20 0.401
H 0.55 1.81 0.35 -0.045
H 4.39 -1.62 3.32 0.386
H -2.95 8.47 8.16 0.319
H -2.17 6.31 4.20 0.281
H -0.60 -4.22 -2.82 0.258
H -6.16 -2.32 -3.94 0.378
H -6.84 -2.05 -2.31 0.064
H 1.24 3.95 -3.58 0.392
H 3.42 -5.34 -0.93 0.231
H -9.94 -4.20 0.06 0.381
H 2.56 -6.35 -2.12 0.430
H 3.71 4.92 0.94 0.448
H -10.30 -6.07 -1.71 0.361
H -3.89 -2.93 -2.83 0.356
H 6.80 -6.02 2.80 0.299
H -9.51 -5.02 -2.92 0.285
H -2.94 9.23 6.55 0.308
H -9.01 -6.71 -2.74 0.310
H 10.28 -5.44 1.20 0.389
H -2.52 8.05 4.37 0.304
H -4.64 -2.63 -1.23 0.377
H 7.44 -6.72 1.30 0.306
H 1.84 -6.06 -0.51 0.295
H 9.17 -5.66 -0.18 0.303
H 5.67 -0.72 1.69 0.340
H -9.16 -3.21 -1.21 0.268
H 3.91 1.17 -0.40 0.181



Record 2
102
Properties=species:S:1:pos:R:3:mulliken_charge:R:1 method="wB97M-V/def2-TZVPD" homo_lumo_gap_ev=8.308 lumo_ev=-3.42 fmax_ev_per_a=2.7 total_charge=+1
Cl 3.56 -8.35 4.32 -0.117
P 1.80 -8.26 7.35 0.026
O 4.93 -6.80 5.79 -0.316
C -1.86 0.61 -1.72 -0.301
C 0.87 -6.75 6.86 -0.721
C -2.42 1.10 -0.40 -1.106
C -0.41 2.69 -2.19 -0.270
C -6.18 1.45 -7.09 -0.801
C 1.41 -3.05 5.90 -1.350
C 3.46 1.15 -1.51 -0.270
C -1.01 2.79 -4.67 -1.080
C -0.48 1.17 -2.04 -0.108
C -5.95 4.00 -8.90 -1.253
C -0.15 3.13 3.69 -0.620
C 5.98 0.60 -1.59 -0.444
C 1.69 -5.41 6.97 -0.448
C 0.77 2.54 4.76 -0.944
C -1.25 0.96 6.56 -1.302
C -4.79 3.08 -8.53 -0.118
C -5.22 1.64 -8.27 -0.692
C 5.93 -0.52 -0.56 -1.173
C 3.64 -8.12 7.21 -0.547
C 4.89 1.65 -1.39 -0.924
C -5.66 1.97 -5.75 -0.487
C 4.14 -7.63 5.84 0.347
C -4.40 1.25 -5.27 -0.711
C -0.69 0.46 5.23 -0.216
C -1.33 3.28 -3.26 -0.467
C 3.11 0.47 -2.84 -0.272
C 1.52 -4.58 5.64 -0.499
C 3.23 1.41 -4.04 -1.242
C 0.16 2.64 2.28 -0.756
C 0.69 1.02 4.91 -0.512
H 2.78 1.99 -1.35 0.130
H 2.77 -5.59 7.12 0.284
H 0.56 -2.78 6.53 0.408
H -5.48 3.04 -5.79 0.233
H -4.58 0.18 -5.17 0.340
H -6.67 4.08 -8.08 0.282
H -1.79 -0.48 -1.69 0.433
H -2.57 2.18 -0.40 0.261
H -1.40 0.70 4.43 0.244
H -6.47 3.64 -9.78 0.288
H 6.75 -1.23 -0.72 0.384
H -5.58 5.00 -9.11 0.396
H 0.02 1.56 2.19 0.143
H -4.33 1.02 -8.11 0.314
H -0.05 4.22 3.71 0.420
H 5.00 -1.08 -0.60 0.276
H 5.02 2.11 -0.40 0.392
H 0.02 3.03 -4.94 0.349
H -0.10 0.70 -2.95 0.226
H 0.54 3.01 5.72 0.349
H -4.08 3.08 -9.36 0.369
H 1.24 -2.57 4.91 0.352
H -0.64 3.17 -1.23 -0.062
H -1.39 2.04 6.56 0.316
H 0.22 0.88 -1.24 0.297
H 2.08 0.11 -2.78 0.167
H -4.10 1.63 -4.29 0.098
H 2.94 0.89 -4.95 0.380
H 6.04 -0.12 0.45 0.285
H -2.22 0.50 6.76 0.401
H -6.45 1.83 -5.00 0.392
H 2.45 -4.76 5.06 0.205
H 2.35 -2.61 6.27 0.354
H 6.95 1.09 -1.54 0.396
H 4.03 -7.45 7.99 0.449
H 5.91 0.17 -2.60 0.235
H -1.67 3.27 -5.40 0.305
H -4.26 3.48 -7.67 0.050
H 0.50 -6.92 5.83 0.463
H -5.70 1.24 -9.17 0.400
H -0.50 3.12 1.56 0.281
H 1.38 -9.41 6.64 0.231
H -2.38 3.06 -3.03 0.162
H -2.56 0.84 -2.53 -0.122
H -0.63 -0.63 5.26 0.243
H 1.52 -8.54 8.70 0.199
H -3.39 0.64 -0.20 0.430
H -0.02 -6.70 7.50 0.432
H 1.06 0.54 3.99 0.324
H -1.75 0.84 0.43 0.159
H -0.58 0.69 7.38 0.289
H -7.13 1.94 -7.31 0.326
H 1.33 -4.83 7.83 0.439
H -1.23 4.37 -3.24 0.424
H -3.57 1.40 -5.95 0.174
H -6.41 0.38 -6.99 0.361
H -1.14 1.71 -4.76 0.237
H 0.63 -4.89 5.07 0.410
H 1.80 2.81 4.52 0.367
H 5.06 2.46 -2.11 0.345
H 1.39 0.71 5.70 0.378
H 1.19 2.88 2.00 0.313
H 3.74 -0.41 -3.00 0.401
H 4.26 1.76 -4.17 0.365
H 2.58 2.28 -3.92 0.199
H 4.05 -9.14 7.37 0.405
H 3.25 0.44 -0.70 0.369
H 0.62 2.97 -2.42 0.276
H -1.20 2.92 3.93 0.271



Record 3
120
Properties=species:S:1:pos:R:3:mulliken_charge:R:1 method="wB97M-V/def2-TZVPD" homo_lumo_gap_ev=8.875 relative_energy_kj_mol=0.00 lumo_ev=0.18 fmax_ev_per_a=1.3 smiles="CNC(C)=O.CNC(C)=O.CNC(C)=O.CNC(C)=O.CNC(C)=O.CNC(C)=O.CNC(C)=O.CNC(C)=O.CNC(C)=O.CNC(C)=O" total_charge=0
O 4.53 4.63 -0.45 -0.721
O -2.56 -2.43 2.12 -0.651
O 3.54 -2.43 -3.01 -0.601
O -4.24 1.36 1.59 -0.523
O 2.49 -3.11 2.16 -0.651
O -0.66 -1.57 -3.01 -0.743
O -1.35 -6.72 -0.31 -0.683
O -0.70 1.14 5.21 -0.681
O -1.64 5.46 -0.53 -0.669
O 1.04 1.37 0.45 -1.116
N 0.56 -1.13 -4.88 -0.148
N -1.28 -1.10 3.41 0.177
N -3.66 5.14 -1.50 -0.172
N -5.43 0.99 -0.32 -0.157
N 3.50 2.84 0.47 0.278
N 2.54 -3.06 -0.09 0.267
N 5.04 -0.93 -3.83 -0.169
N -2.10 -4.65 0.21 0.156
N -0.32 -0.11 -0.62 1.238
N 0.72 2.88 4.98 -0.148
C -0.04 -1.52 2.80 -0.661
C 3.51 3.99 -0.24 0.661
C -0.47 2.59 7.08 -1.141
C 2.16 4.44 -0.77 -0.723
C -0.15 2.12 5.68 0.563
C -1.48 0.21 0.16 -0.721
C 4.67 -1.95 -3.01 0.778
C 4.71 2.28 1.01 -1.038
C -2.10 -6.37 1.95 -1.184
C -2.47 -1.59 3.02 0.703
C 0.86 0.50 -0.41 0.562
C -5.76 3.08 0.91 -1.081
C 0.58 -3.38 -3.97 -1.060
C 3.04 -2.74 1.13 0.800
C -1.89 -4.13 -1.12 -0.965
C 1.32 -3.84 -0.24 -0.965
C -4.22 6.43 -1.18 -0.907
C -1.99 3.36 -1.62 -0.159
C 4.09 -0.23 -4.66 -0.444
C 0.33 0.30 -4.88 -0.716
C -5.08 1.72 0.78 0.666
C 5.76 -2.53 -2.15 -1.207
C 1.17 2.56 3.63 -0.376
C -2.40 4.75 -1.16 0.430
C -1.80 -5.93 0.52 0.768
C 0.09 -1.96 -3.91 0.864
C -4.90 -0.35 -0.59 -0.570
C 1.97 0.07 -1.33 0.188
C 4.36 -1.99 1.18 -1.011
C -3.68 -0.99 3.69 -1.307
H 5.04 2.82 1.91 0.329
H 1.58 -3.42 -3.52 0.069
H -0.18 3.62 7.28 0.369
H -3.90 -1.47 4.65 0.393
H 5.73 -2.12 -1.14 0.118
H 2.86 -0.11 -0.74 -0.286
H 2.18 0.78 -2.13 0.390
H 5.67 -3.61 -2.06 0.290
H -1.29 -0.27 3.99 0.272
H 1.33 3.98 -0.24 0.081
H 0.76 -1.49 3.53 0.402
H -4.60 6.92 -2.08 0.334
H -1.37 2.92 -0.85 -0.193
H 1.15 3.66 5.45 0.232
H -6.56 3.22 0.19 0.356
H -5.05 6.32 -0.47 0.278
H 5.97 -0.57 -3.73 0.215
H -3.16 -6.57 2.07 0.305
H -0.08 -4.02 -3.39 0.191
H -4.53 -1.10 3.03 0.262
H 1.26 -1.51 -5.49 0.239
H -2.83 2.76 -1.95 0.222
H 0.72 3.23 2.91 0.227
H 6.77 -2.28 -2.49 0.465
H -0.91 -4.44 -1.48 0.142
H -3.51 0.08 3.83 0.329
H -2.62 -4.53 -1.83 0.444
H -1.53 2.45 7.26 0.300
H 0.04 1.93 7.79 0.267
H -1.31 3.51 -2.47 0.359
H -1.95 -3.05 -1.08 0.213
H -1.83 -5.59 2.66 0.280
H 0.20 -0.91 1.92 -0.124
H 1.25 0.85 -4.68 0.209
H -5.67 -0.87 -1.16 0.393
H 3.08 -0.39 -4.29 -0.297
H 4.50 -1.67 2.21 0.338
H -4.68 -0.91 0.31 0.081
H 0.45 -3.19 -0.16 0.074
H 2.26 2.62 3.61 0.279
H 5.19 -2.62 0.89 0.324
H -0.41 0.51 -4.11 0.187
H 1.37 -4.33 -1.21 0.472
H -2.10 -0.66 0.35 0.072
H 4.53 1.23 1.26 0.241
H 2.08 5.52 -0.71 0.391
H 4.35 -1.09 0.56 0.099
H 2.08 4.14 -1.81 0.184
H 1.27 -4.60 0.53 0.334
H 0.65 -3.74 -5.00 0.498
H -3.48 7.07 -0.70 0.296
H 0.87 1.54 3.40 -0.049
H -5.72 1.54 -1.11 0.225
H 4.18 -0.55 -5.70 0.344
H 2.62 2.34 0.58 0.248
H -5.00 3.85 0.71 0.139
H -2.16 0.91 -0.36 0.106
H -2.48 -4.06 0.94 0.322
H 4.27 0.84 -4.65 0.378
H 5.52 2.30 0.29 0.350
H 1.72 -0.88 -1.81 -0.606
H -0.15 -2.53 2.41 0.276
H -6.12 3.18 1.93 0.341
H -1.27 0.69 1.11 0.221
H 2.94 -2.66 -0.93 -0.104
H -1.45 -7.22 2.15 0.344
H -0.12 0.59 -5.83 0.368
H -0.44 -0.63 -1.49 -0.235
H -3.99 -0.29 -1.19 0.136
H -4.23 4.53 -2.06 0.220



Record 4
115
Properties=species:S:1:pos:R:3:mulliken_spin:R:1 method="wB97M-V/def2-TZVPD" homo_lumo_gap_ev="8.558 / 2.363" relative_energy_kj_mol=86.68 lumo_ev="-2.18 / -8.38" fmax_ev_per_a=3.2 multiplicity=2 total_charge=+1
O -12.28 13.97 14.48 0.000
O -9.44 17.20 15.30 0.000
O -9.12 13.71 8.27 0.344
O -7.89 14.69 15.16 0.000
O -13.06 12.55 11.77 0.001
O -19.63 9.46 10.61 0.000
O -15.94 13.84 16.71 0.000
O -7.39 15.80 9.73 0.069
O -20.06 8.74 7.59 0.000
O -10.92 10.03 13.43 0.002
O -7.55 11.80 15.30 0.000
O -8.74 10.76 9.19 0.230
O -16.97 11.61 14.83 0.000
O -14.94 12.68 20.02 0.000
O -15.92 9.67 10.38 0.000
C -9.04 11.24 7.91 0.088
C -9.31 14.74 15.26 0.000
C -6.59 12.62 14.52 0.000
C -11.88 11.90 12.27 0.005
C -6.86 10.73 16.17 0.000
C -13.83 13.47 12.60 0.000
C -15.02 13.60 18.89 0.000
C -20.49 8.50 9.92 0.000
C -14.81 10.08 11.06 0.000
C -13.18 13.85 15.57 0.000
C -8.53 15.22 10.18 0.054
C -9.77 9.98 9.86 -0.009
C -7.31 13.98 14.02 0.000
C -7.26 16.29 8.34 0.001
C -17.13 12.99 14.69 0.000
C -18.13 10.94 15.35 0.000
C -14.48 13.18 21.31 0.000
C -18.29 9.47 10.07 0.000
C -13.02 14.54 13.36 0.000
C -9.75 16.04 16.05 0.000
C -20.86 9.23 8.63 0.000
C -9.90 10.62 14.22 0.001
C -8.78 13.80 9.65 0.021
C -17.20 10.09 10.97 0.000
C -20.16 9.55 6.46 0.000
C -15.69 12.87 17.71 0.000
C -10.13 18.41 15.68 0.000
C -9.86 12.56 7.80 0.089
C -17.17 13.76 15.96 0.000
C -12.12 10.80 13.27 0.001
H -18.25 9.96 9.10 0.000
H -9.33 16.24 17.04 0.000
H -13.46 13.54 21.14 0.000
H -11.16 18.05 15.58 0.000
H -16.33 13.41 14.08 0.000
H -21.17 9.88 6.21 0.000
H -9.81 18.76 16.66 0.000
H -8.04 13.70 13.25 0.000
H -6.07 12.05 13.74 0.000
H -14.54 11.12 10.84 0.000
H -8.17 11.58 7.34 0.006
H -8.51 15.32 11.26 -0.004
H -15.55 14.51 19.18 0.000
H -11.30 12.69 12.73 -0.001
H -18.77 10.50 14.60 0.000
H -9.91 19.19 14.94 0.000
H -6.59 14.45 13.36 0.000
H -14.25 12.72 13.26 0.000
H -9.72 13.81 15.65 0.000
H -9.59 8.91 9.83 0.020
H -9.73 10.43 10.85 0.008
H -9.49 10.50 7.25 0.011
H -17.33 9.77 12.00 0.000
H -20.23 7.44 9.84 0.000
H -10.72 10.10 9.34 0.004
H -10.10 10.52 15.28 0.000
H -18.01 13.35 14.15 0.000
H -9.36 15.86 9.86 0.000
H -13.99 9.43 10.76 0.000
H -6.68 17.21 8.36 0.002
H -15.08 12.06 17.33 0.000
H -9.75 14.81 14.26 0.000
H -14.02 13.89 18.55 0.000
H -13.99 13.20 15.24 0.000
H -14.62 12.37 22.03 0.000
H -15.09 13.97 21.75 0.000
H -20.86 10.32 8.73 0.000
H -17.35 11.15 11.14 0.000
H -5.75 12.84 15.18 0.000
H -21.88 9.05 8.29 0.000
H -19.58 9.15 5.63 0.000
H -10.83 15.95 16.19 0.000
H -13.56 14.78 15.99 0.000
H -16.59 12.45 18.15 0.000
H -12.78 10.08 12.78 0.000
H -9.00 10.01 14.13 0.000
H -21.44 8.41 10.44 0.000
H -18.67 11.40 16.18 0.000
H -12.63 13.41 16.40 0.000
H -11.43 11.55 11.34 -0.003
H -6.35 11.25 16.98 0.000
H -9.64 11.61 13.85 -0.001
H -14.58 13.86 11.90 0.000
H -6.16 10.14 15.58 0.000
H -18.05 13.39 16.48 0.000
H -10.27 12.81 6.83 -0.006
H -17.68 10.10 15.89 0.000
H -7.49 10.09 16.80 0.000
H -6.93 15.61 7.55 0.003
H -8.28 16.47 8.00 -0.001
H -12.25 14.92 12.68 0.000
H -13.61 15.42 13.57 0.000
H -9.58 13.36 10.24 0.011
H -17.49 14.76 15.65 0.000
H -18.01 8.42 9.95 0.000
H -12.45 11.12 14.25 0.000
H -7.82 13.29 9.76 0.042
H -10.73 12.24 8.38 0.010
H -14.70 9.90 12.13 0.000
H -19.76 10.54 6.66 0.000



| no. | E_tot (eV) |
| --- | --- |
| 1 | -125140.3285 |
| 2 | -56081.5887 |
| 3 | -67627.7010 |
| 4 | -62935.2397 |